Formula: C3H9NO2S2
Source: the OMol25 dataset
Level of theory: the ωB97M-V functional and the def2-TZVPD basis

Its net charge is -1. Its spin multiplicity is 2. As for the expectation value of S²: 0.755. For the HOMO-LUMO gap (alpha / beta), the calculation gives 0.2635 / 0.1659 Ha. The energy above the lowest of the compared OMol25 structures with the same formula, charge and spin is 144.6 kJ/mol.

Each line ends with the natural charge from an NBO analysis.
Geometry (Å):
S -1.065 0.889 -3.296  -0.3698
S 1.716 0.180 2.670  -0.0102
C 1.237 -0.749 1.192  -0.5422
C -0.085 -0.222 0.622  -0.2411
N -0.342 -0.987 -0.566  -0.6648
C -1.539 -1.552 -0.666  0.4661
O -2.131 -1.833 -1.723  -0.7227
H -1.067 -0.304 -2.684  0.2204
H 1.108 -1.775 1.534  0.2074
H 2.064 -0.723 0.476  0.2352
H -0.841 -0.500 1.387  0.1462
H -0.070 0.863 0.505  0.1965
H -1.609 0.380 -4.403  0.1113
H -1.986 -2.054 0.228  0.0438
H 1.527 2.019 1.756  0.4567
H 1.573 3.545 1.802  0.4489
O 1.511 2.822 1.165  -0.9817

=====

Formula: C12H30ClN6O10
Source: the OMol25 dataset
Level of theory: the ωB97M-V functional and the def2-TZVPD basis

Its net charge is -1. Its spin multiplicity is 1. For the HOMO-LUMO gap, the calculation gives 0.2762 Ha. The energy above the lowest of the compared OMol25 structures with the same formula, charge and spin is 496.0 kJ/mol.

Each line ends with the natural charge from an NBO analysis.
Geometry (Å):
Cl -0.293 3.098 1.777  2.5539
O -0.728 3.366 3.134  -0.8658
O 1.066 3.545 1.797  -0.9222
O -0.281 1.734 1.320  -0.8783
O -1.004 3.858 0.792  -0.8871
O -3.975 -2.559 -3.625  -0.6307
C -4.917 -2.360 -2.872  0.6634
N -4.736 -1.556 -1.832  -0.8112
C -6.221 -3.173 -2.927  -0.7164
H -3.782 -1.267 -1.673  0.4210
H -5.487 -1.451 -1.164  0.3889
H -6.053 -4.120 -3.440  0.2425
H -6.969 -2.616 -3.492  0.2300
H -6.609 -3.419 -1.939  0.2121
O 1.483 1.296 -6.234  -0.6286
C 0.729 2.194 -5.841  0.6524
N -0.342 1.879 -5.174  -0.8099
C 0.790 3.557 -6.325  -0.7127
H -0.585 2.462 -4.386  0.3959
H -0.582 0.901 -5.102  0.4053
H 1.827 3.651 -6.649  0.2326
H 0.724 4.051 -5.356  0.2192
H 0.154 3.965 -7.110  0.2458
O 9.385 2.586 1.312  -0.6405
C 8.275 2.453 1.769  0.6744
N 7.221 2.800 1.075  -0.8117
C 8.061 1.872 3.209  -0.7109
H 7.425 3.202 0.172  0.4031
H 6.276 2.480 1.230  0.4064
H 8.710 2.198 4.022  0.2361
H 8.163 0.811 2.979  0.2314
H 7.064 2.214 3.485  0.2116
O -9.120 3.331 1.312  -0.6481
C -8.805 2.136 1.304  0.6361
N -7.605 1.776 1.231  -0.7734
C -9.831 1.111 1.461  -0.7068
H -6.850 2.447 1.206  0.4203
H -7.504 0.897 1.716  0.3846
H -10.509 1.407 2.262  0.2458
H -9.477 0.115 1.730  0.1984
H -10.185 0.961 0.441  0.2434
O 2.233 -3.566 6.062  -0.6215
C 2.859 -2.724 6.653  0.6774
N 4.006 -2.931 7.271  -0.8229
C 2.305 -1.230 6.610  -0.7040
H 4.587 -2.131 7.475  0.3891
H 4.479 -3.821 7.199  0.4020
H 1.817 -1.263 7.584  0.2213
H 1.554 -1.037 5.844  0.2550
H 3.151 -0.544 6.617  0.2035
O 3.916 -5.145 -3.316  -0.6584
C 3.362 -4.075 -3.209  0.6499
N 3.470 -3.297 -4.218  -0.7934
C 2.656 -3.642 -1.984  -0.7068
H 3.310 -2.300 -4.239  0.4022
H 3.996 -3.780 -4.932  0.4071
H 3.419 -3.356 -1.261  0.2400
H 1.878 -4.253 -1.527  0.2481
H 2.100 -2.735 -2.222  0.2111

=====

Formula: O2S3
Source: the OMol25 dataset
Level of theory: the ωB97M-V functional and the def2-TZVPD basis

Its spin multiplicity is 1. For the HOMO-LUMO gap (alpha / beta), the calculation gives 0.2079 / 0.2651 Ha. The energy above the lowest of the compared OMol25 structures with the same formula, charge and spin is 210.8 kJ/mol.

Each line ends with the natural charge from an NBO analysis.
Geometry (Å):
O 0.100 -1.157 0.228  -0.8348
O -0.885 1.370 0.467  -0.8771
S 0.227 0.495 -1.876  -0.0193
S -0.916 0.193 -0.339  1.3412
S 1.521 -1.075 0.926  0.3902

=====

Formula: C4H9N2O2
Source: the OMol25 dataset
Level of theory: the ωB97M-V functional and the def2-TZVPD basis

Its net charge is -1. Its spin multiplicity is 1. For the HOMO-LUMO gap, the calculation gives 0.2899 Ha. The energy above the lowest of the compared OMol25 structures with the same formula, charge and spin is 179.5 kJ/mol.

Each line ends with the natural charge from an NBO analysis.
Geometry (Å):
O -1.052 -0.497 0.794  -0.7703
C -0.101 0.035 0.177  0.5962
N 0.454 1.170 0.510  -0.9787
C -1.862 2.568 2.071  0.2964
O -2.627 3.095 2.842  -0.5759
C 0.449 -0.745 -1.058  -0.1495
C 0.180 -2.239 -0.950  -0.6201
N 1.886 -0.497 -1.296  -0.8597
H 0.953 1.751 -0.148  0.3192
H -1.418 1.575 2.198  0.1664
H -1.517 3.036 1.130  0.0951
H -0.136 -0.398 -1.913  0.1686
H -0.850 -2.349 -0.603  0.2441
H 0.280 -2.780 -1.895  0.1806
H 0.809 -2.714 -0.191  0.1858
H 2.143 0.286 -0.705  0.3658
H 2.411 -1.295 -0.962  0.3359

=====

Formula: C2H10CdO11
Source: the OMol25 dataset
Level of theory: the ωB97M-V functional and the def2-TZVPD basis

Its net charge is -2. Its spin multiplicity is 1. For the HOMO-LUMO gap, the calculation gives 0.1633 Ha. The energy above the lowest of the compared OMol25 structures with the same formula, charge and spin is 19.9 kJ/mol.

Each line ends with the natural charge from an NBO analysis.
Geometry (Å):
Cd -0.063 -0.054 0.464  1.7404
C 1.923 -1.669 0.411  0.9446
O 1.539 -0.948 -0.757  -1.0186
O 2.537 -2.826 0.214  -0.8558
O 1.477 -1.203 1.499  -0.8681
C 0.378 2.240 1.712  0.9387
O -0.845 1.546 1.651  -1.0442
O 1.275 1.811 0.919  -0.8915
O 0.495 3.349 2.420  -0.8808
O -1.583 -1.389 1.670  -0.9505
H -2.477 -1.129 2.018  0.4831
H -1.441 -2.306 2.018  0.4779
O 2.996 0.893 -1.366  -1.0677
H 2.336 0.239 -0.926  0.5073
H 3.250 1.577 -0.749  0.4612
O -2.553 0.607 -0.246  -0.9203
H -2.397 1.491 -0.574  0.4876
H -3.080 0.279 -0.935  0.4385
O -0.101 1.049 -1.654  -0.9537
H 0.525 1.750 -1.871  0.4975
H 0.118 0.499 -2.367  0.4676
O -1.282 -1.588 -0.999  -0.9286
H -2.038 -2.171 -0.767  0.4600
H -0.982 -2.051 -1.788  0.4754

=====

Formula: C5H5ClINO2S
Source: the OMol25 dataset
Level of theory: the ωB97M-V functional and the def2-TZVPD basis

Its spin multiplicity is 1. For the HOMO-LUMO gap, the calculation gives 0.2822 Ha. The energy above the lowest of the compared OMol25 structures with the same formula, charge and spin is 45.1 kJ/mol. The SMILES is COC1=CN=C(Cl)S[C@@H](I)O1.

Each line ends with the natural charge from an NBO analysis.
Geometry (Å):
C -3.713 -1.389 -0.639  0.1205
C -1.087 -0.008 -0.566  0.6065
C -2.199 0.342 -1.334  -0.1909
C -1.174 -2.209 0.879  -0.1315
C 1.097 0.854 -0.117  -0.2519
N -3.392 -0.358 -1.285  -0.4424
O -0.941 -0.867 0.540  -0.5741
O 0.009 0.618 -1.013  -0.4886
S -2.943 -2.578 0.593  0.1969
Cl -5.379 -1.903 -0.818  0.0117
I 0.338 -3.589 0.093  0.1107
H -2.288 1.275 -1.868  0.2290
H -1.143 -2.064 1.916  0.2181
H 0.938 0.200 0.664  0.1974
H 1.017 1.945 0.099  0.1895
H 1.876 0.600 -0.766  0.1990

=====

Formula: C27H39Cl45FNO7S
Source: the OMol25 dataset
Level of theory: the ωB97M-V functional and the def2-TZVPD basis

Its spin multiplicity is 1. For the HOMO-LUMO gap, the calculation gives 0.3359 Ha.

Each line ends with the Mulliken charge.
Geometry (Å):
C 4.855 -3.651 -1.909  -0.7526
C 4.593 -2.344 -1.011  0.3185
O 3.259 -1.818 -1.100  -0.0312
C 3.185 -0.531 -1.734  -0.6732
C 2.315 0.440 -0.772  0.0769
O 1.041 -0.127 -0.413  -0.2509
C -0.050 0.756 -0.803  0.2015
C -1.408 0.369 -0.066  -0.4740
O -2.453 -0.111 -0.931  -0.0981
C -3.297 0.949 -1.389  -0.7627
N -4.556 0.490 -2.033  0.2843
C -4.614 -0.988 -2.242  -1.0917
C -5.090 -1.814 -0.940  0.1194
C -4.790 -3.380 -1.033  -0.9770
O -4.753 -3.896 -2.389  -0.3113
C -4.275 -5.245 -2.411  0.6560
C -4.435 -6.227 -1.142  -1.0410
O -3.757 -5.693 -3.444  -0.5832
S -5.958 1.109 -1.282  1.1855
O -5.966 1.006 0.213  -0.5573
O -7.233 0.567 -1.852  -0.5877
F -5.929 2.765 -1.616  -0.2651
H 5.187 -3.358 -2.958  0.2855
H 5.654 -4.317 -1.401  0.0947
H 3.886 -4.247 -1.943  0.2164
H 4.731 -2.687 0.078  -0.3370
H 5.430 -1.602 -1.210  0.1869
H 4.176 0.001 -1.882  0.2924
H 2.586 -0.611 -2.699  0.1876
H 2.147 1.397 -1.389  0.1075
H 2.945 0.742 0.139  0.1551
H 0.256 1.795 -0.412  -0.1961
H -0.125 0.859 -1.933  0.2647
H -1.186 -0.484 0.670  0.2440
H -1.724 1.262 0.568  0.1831
H -3.565 1.582 -0.462  0.4325
H -2.773 1.671 -2.105  0.1991
H -3.667 -1.416 -2.722  0.4092
H -5.438 -1.166 -3.024  0.3452
H -4.596 -1.377 -0.023  0.1631
H -6.230 -1.695 -0.846  0.4056
H -3.770 -3.566 -0.566  0.4620
H -5.619 -3.914 -0.445  0.4227
H -5.538 -6.146 -0.831  0.3742
H -4.126 -7.289 -1.380  0.3214
H -3.845 -5.770 -0.270  0.3672
C 2.019 4.504 0.067  0.2210
Cl 0.849 4.527 1.395  -0.1434
Cl 3.293 3.316 0.381  -0.0466
Cl 1.210 4.160 -1.469  -0.0360
H 2.478 5.487 -0.001  0.0111
C 5.427 6.420 1.952  -0.0336
Cl 4.700 7.326 3.286  -0.1109
Cl 5.351 4.682 2.269  -0.0997
Cl 4.624 6.810 0.423  -0.0952
H 6.473 6.708 1.872  0.3501
C 3.157 -4.488 2.580  0.0404
Cl 4.193 -3.057 2.481  -0.1586
Cl 3.102 -5.325 1.023  -0.1250
Cl 3.724 -5.578 3.853  -0.0403
H 2.150 -4.164 2.830  0.2340
C 3.678 -9.144 5.895  0.0592
Cl 3.008 -9.126 4.258  -0.1067
Cl 4.962 -10.353 6.027  -0.1265
Cl 4.285 -7.541 6.338  -0.1132
H 2.883 -9.412 6.587  0.2985
C -7.246 4.182 -4.671  0.5891
Cl -5.801 4.476 -5.649  -0.1298
Cl -7.714 5.646 -3.797  -0.1248
Cl -8.578 3.612 -5.687  -0.1221
H -7.016 3.407 -3.944  -0.2189
C -0.101 8.528 1.773  -0.0998
Cl -0.232 9.905 0.670  -0.1346
Cl -1.235 7.252 1.310  -0.0999
Cl 1.557 7.911 1.801  0.0378
H -0.356 8.866 2.775  0.3161
C 6.707 -6.601 8.922  0.3026
Cl 6.444 -5.635 10.381  -0.1289
Cl 7.193 -5.569 7.571  -0.1224
Cl 7.921 -7.854 9.217  -0.1294
H 5.770 -7.088 8.661  0.0731
C 3.161 11.517 0.415  0.0743
Cl 4.182 12.958 0.314  -0.1346
Cl 3.109 10.682 -1.144  -0.0974
Cl 3.742 10.429 1.682  -0.0543
H 2.151 11.830 0.669  0.2103
C -5.668 -1.944 3.012  0.2966
Cl -4.953 -3.032 1.808  -0.0656
Cl -7.187 -2.616 3.619  -0.1411
Cl -4.545 -1.659 4.352  -0.1072
H -5.883 -0.992 2.530  0.0451
C -0.349 1.450 3.785  0.5756
Cl -2.027 0.941 3.538  -0.0667
Cl -0.103 1.989 5.453  -0.1767
Cl 0.766 0.139 3.380  -0.0449
H -0.144 2.289 3.123  -0.2835
C 0.562 -1.111 7.397  0.6687
Cl 1.296 -2.164 6.181  -0.0888
Cl -0.967 -1.793 7.969  -0.1270
Cl 1.673 -0.853 8.749  -0.1327
H 0.355 -0.149 6.935  -0.3055
C -8.779 5.209 -9.506  0.2273
Cl -7.331 5.501 -10.480  -0.1254
Cl -9.248 6.675 -8.635  -0.1181
Cl -10.108 4.638 -10.524  -0.1242
H -8.550 4.436 -8.776  0.1377
C 1.836 5.188 -5.339  -0.0347
Cl 0.873 4.009 -4.437  -0.0868
Cl 2.400 6.479 -4.269  -0.0964
Cl 3.204 4.395 -6.132  -0.1187
H 1.205 5.630 -6.106  0.3315
C -0.795 -6.265 -2.100  0.1849
Cl -1.766 -7.436 -1.195  -0.1469
Cl -0.229 -4.972 -1.033  -0.0492
Cl 0.573 -7.067 -2.883  -0.1488
H -1.422 -5.825 -2.872  0.1641
C 9.020 -3.525 -2.643  -0.0039
Cl 8.038 -4.957 -2.303  -0.1091
Cl 9.426 -3.443 -4.362  -0.1235
Cl 8.176 -2.055 -2.133  -0.0963
H 9.945 -3.602 -2.076  0.3333